Entry 1:
# C52H29Cl4FeN4O4

A structure of composition C52H29Cl4FeN4O4 at a distorted geometry (ωB97M-V with the def2-TZVPD basis set, the OMol25 dataset).

The geometry in ORCA input format:
```
! wB97M-V def2-TZVPD RIJCOSX def2/J DEFGRID3
* xyz 0 6
Fe 0.53947 0.18787 0.37119
Cl 0.68298 -7.62649 -4.94341
C 0.70401 -6.23806 -3.89659
C -0.07333 -5.13569 -4.20778
C -0.06795 -4.03860 -3.35701
C 0.71968 -4.02579 -2.20645
C 1.50871 -5.13882 -1.92868
C 1.49737 -6.24991 -2.76187
C 0.69543 -2.83693 -1.29657
C 1.87720 -2.14883 -1.07426
C 3.13969 -2.47578 -1.68514
C 4.05990 -1.64852 -1.16094
C 3.37342 -0.78618 -0.22896
C 4.01469 0.16220 0.57057
C 5.50734 0.06325 0.72818
C 6.07865 -1.10584 1.23364
C 7.45355 -1.22610 1.38638
C 8.27057 -0.17076 1.01607
Cl 9.99513 -0.32054 1.18109
C 7.73171 1.00055 0.52146
C 6.35408 1.11373 0.38660
C 3.34187 1.10116 1.33548
N 1.97840 1.25714 1.41676
C 1.75776 2.17632 2.41781
C 0.52083 2.53748 2.93609
C 0.48045 3.46872 4.11209
C -0.10765 3.05368 5.30859
C -0.12414 3.87632 6.42697
C 0.44295 5.13738 6.34793
Cl 0.44105 6.17046 7.74531
C 1.01752 5.58011 5.17106
C 1.03600 4.74382 4.06380
C -0.69412 2.02542 2.47646
C -1.97750 2.59851 2.79780
C -2.90988 1.89310 2.12724
C -2.22597 0.83694 1.42796
N -0.86509 0.97625 1.61364
C -2.84208 -0.21445 0.75917
C -2.13656 -1.27838 0.17579
C -2.72944 -2.51163 -0.27389
C -1.74637 -3.24404 -0.83747
C -0.53405 -2.47444 -0.73759
N -0.78507 -1.31595 -0.05698
C -4.34299 -0.25279 0.68995
C -5.14028 -0.14866 1.83178
C -6.52494 -0.21757 1.75852
C -7.13080 -0.40663 0.53120
Cl -8.86066 -0.52929 0.43370
C -6.37009 -0.51760 -0.61864
C -4.98737 -0.43261 -0.53417
C 3.02371 2.63529 2.94055
C 3.99116 1.98156 2.27546
N 2.03393 -1.07788 -0.22701
H -0.67772 -5.13625 -5.10805
H -0.66803 -3.16445 -3.59516
H 2.12714 -5.14560 -1.03606
H 2.09036 -7.12646 -2.53036
H 3.28632 -3.22751 -2.44555
H 5.11223 -1.59495 -1.39900
H 5.43095 -1.92848 1.52126
H 7.88889 -2.13324 1.78279
H 8.38549 1.81200 0.22842
H 5.93026 2.02830 -0.02099
H -0.53943 2.05863 5.36840
H -0.57064 3.54035 7.35434
H 1.44110 6.57562 5.11973
H 1.47071 5.10244 3.13459
H -2.13790 3.46114 3.43254
H -3.97026 2.09357 2.09355
H -3.76209 -2.79924 -0.14591
H -1.82319 -4.23299 -1.26561
H -4.67084 -0.06291 2.80457
H -7.13059 -0.14934 2.65651
H -6.85517 -0.68401 -1.57336
H -4.39304 -0.49188 -1.43717
H 3.14996 3.34843 3.74012
H 5.05914 2.06148 2.42152
O 0.97188 0.05419 -2.78553
C -0.01069 0.63305 -2.35203
O -0.12487 1.20797 -1.16779
C -1.23423 0.75434 -3.21002
C -1.25442 0.10772 -4.43355
C -2.38363 0.15007 -5.26267
C -3.45574 0.87579 -4.80536
O -4.65581 1.09388 -5.42900
C -5.46747 1.82509 -4.49720
O -4.63152 2.16985 -3.38669
C -3.43479 1.52151 -3.58910
C -2.34529 1.48441 -2.76242
H -0.36467 -0.42880 -4.74168
H -2.41629 -0.35885 -6.22286
H -6.29112 1.19966 -4.16140
H -5.84725 2.72427 -4.96798
H -2.32063 1.99868 -1.80873
*
```

## Properties
- HOMO level (alpha / beta): -7.260 / -7.402 eV
- Kohn-Sham gap (alpha / beta): 5.728 / 5.714 eV

Löwdin population analysis, charges in e, atoms 1 to 8: 1.128 0.663 -0.669 -0.091 -0.018 -0.191 -0.028 -0.095

Entry 2:
# C28H86O15

A cluster of 15 separate species, C28H86O15 in total at a distorted geometry (ωB97M-V with the def2-TZVPD basis set, the OMol25 dataset).

The geometry in ORCA input format:
```
! wB97M-V def2-TZVPD RIJCOSX def2/J DEFGRID3
* xyz 0 1
C 3.98693 -4.27183 0.13304
C 3.84387 -2.77876 -0.06008
O 3.92493 -2.10865 1.21302
H 4.94142 -4.48336 0.61241
H 3.91785 -4.82441 -0.80884
H 3.15308 -4.61314 0.74631
H 2.85162 -2.58198 -0.49001
H 4.63426 -2.31508 -0.64553
H 3.05035 -2.14286 1.64741
C 1.77054 2.85276 -4.64380
C 0.44350 2.35968 -4.11357
O -0.00171 1.20056 -4.90963
H 2.56059 2.10406 -4.64927
H 2.20835 3.66721 -4.05213
H 1.62928 3.25261 -5.65410
H -0.35374 3.10392 -4.15969
H 0.52872 1.99636 -3.08937
H 0.02117 1.49164 -5.83023
C -2.83099 -4.46853 1.21879
C -2.26187 -5.79731 1.62252
O -0.88351 -5.93396 1.12635
H -2.94003 -4.36003 0.13745
H -2.21133 -3.62499 1.53169
H -3.81915 -4.37501 1.67688
H -2.88984 -6.62251 1.25007
H -2.29122 -5.92036 2.71793
H -0.44599 -6.69962 1.51285
C -2.61281 -1.26049 -4.71596
C -3.08351 -0.39057 -3.55215
O -2.62991 1.00320 -3.68464
H -1.53598 -1.41610 -4.74408
H -2.84964 -0.75526 -5.66627
H -3.12785 -2.21976 -4.77199
H -2.68900 -0.79086 -2.60762
H -4.17254 -0.37458 -3.55185
H -1.69575 0.97295 -3.97925
C -2.71776 3.49119 -1.20823
C -4.18169 3.14208 -1.37727
O -4.35539 1.74376 -1.55887
H -2.34404 2.91334 -0.36626
H -2.48268 4.54902 -1.06056
H -2.09240 3.22217 -2.06701
H -4.56564 3.66219 -2.26697
H -4.74725 3.44307 -0.50038
H -3.77773 1.46225 -2.29654
C 2.98056 -2.61106 4.73080
C 2.34814 -3.59980 3.78522
O 1.67294 -2.85108 2.74042
H 3.41522 -3.13129 5.59282
H 2.25437 -1.89480 5.12283
H 3.78638 -2.03596 4.27165
H 1.59625 -4.22005 4.28441
H 3.10201 -4.27000 3.34850
H 1.07504 -3.41809 2.23192
C 2.29990 0.55901 2.79228
C 3.75415 0.68282 3.22116
O 4.33451 1.91637 2.77894
H 2.35227 0.58206 1.69636
H 1.77261 1.46934 3.07817
H 1.83061 -0.34498 3.16179
H 4.36018 -0.11418 2.76144
H 3.89768 0.57956 4.29958
H 4.27547 1.96101 1.80992
C 3.51600 1.34720 -1.67272
C 4.35720 2.57046 -1.30857
O 4.36821 2.75598 0.08845
H 2.45685 1.53548 -1.47538
H 3.80398 0.51165 -1.02415
H 3.68363 1.04557 -2.70400
H 4.04262 3.44853 -1.90057
H 5.39351 2.44040 -1.66957
H 4.89887 3.54454 0.26500
C -2.83530 3.57813 2.25681
C -2.06509 3.28595 3.51518
O -0.72705 2.82888 3.20360
H -2.35805 4.35207 1.66612
H -3.85720 3.93016 2.46883
H -3.01308 2.65862 1.69590
H -2.60031 2.57112 4.13452
H -1.99195 4.22464 4.07738
H -0.12477 3.57807 3.22183
C -0.58804 0.67966 -0.14271
C 0.25525 -0.57022 0.05172
O -0.05570 -1.62092 -0.90802
H -1.65505 0.48372 0.01589
H -0.47677 1.03736 -1.16969
H -0.29818 1.43718 0.59316
H 0.20721 -1.01123 1.05421
H 1.31510 -0.26464 -0.03843
H 0.38938 -1.40019 -1.76618
C -1.35889 -0.99482 4.13578
C -1.23914 0.00895 5.27040
O -0.08554 0.79491 5.15732
H -1.40556 -0.47824 3.17068
H -2.15915 -1.71794 4.27793
H -0.42037 -1.56540 4.09561
H -1.21111 -0.55624 6.21422
H -2.16846 0.59174 5.39828
H -0.23553 1.47921 4.46661
C 1.34332 4.38436 -0.77575
C 0.56807 5.61213 -0.52524
O -0.31869 5.40459 0.59745
H 2.01491 4.13755 0.05442
H 2.01385 4.52326 -1.62906
H 0.71007 3.50246 -0.89210
H 0.03232 5.95649 -1.41904
H 1.23133 6.44971 -0.26076
H -1.16467 5.82109 0.41663
C 1.93088 -2.02251 -5.41228
C 1.26820 -2.24914 -4.08238
O 1.06950 -1.01391 -3.35385
H 2.11846 -2.98653 -5.89684
H 2.88463 -1.51253 -5.28966
H 1.28569 -1.44680 -6.07822
H 1.86301 -2.90568 -3.45039
H 0.29860 -2.74451 -4.21986
H 0.63768 -0.33267 -3.89855
C -4.29864 -0.81821 1.70258
C -5.09597 -1.30442 0.50022
O -5.80532 -0.23953 -0.19501
H -3.84033 -1.67173 2.21272
H -4.97575 -0.31550 2.40143
H -3.51592 -0.10426 1.44254
H -5.81782 -2.07416 0.77396
H -4.39582 -1.78585 -0.21838
H -5.16861 0.42577 -0.52051
O -0.15590 -4.47751 -1.18012
H -0.40509 -4.98389 -0.37911
H -0.05327 -3.53132 -0.91299
*
```

## Properties
- HOMO level: -9.128 eV
- Kohn-Sham gap: 9.342 eV

Löwdin population analysis, charges in e, atoms 1 to 8: -0.084 -0.300 -0.116 0.075 0.074 0.061 0.102 0.106

Entry 3:
# C19H27FN4O

A structure of composition C19H27FN4O at a distorted geometry (ωB97M-V with the def2-TZVPD basis set, the OMol25 dataset).

The geometry in ORCA input format:
```
! wB97M-V def2-TZVPD RIJCOSX def2/J DEFGRID3
* xyz 0 1
C 1.08810 -2.84971 -3.84255
H 0.04822 -3.26514 -3.95509
H 1.75404 -3.51247 -3.75146
H 1.12824 -2.16941 -4.73301
C 0.88297 -2.03245 -2.74663
N 0.78622 -2.98843 -1.51895
C 2.04234 -3.73883 -1.02890
H 1.34719 -4.55724 -0.32623
H 2.29935 -4.16078 -1.76598
C 2.83583 -2.84348 -0.07469
H 3.19127 -2.11920 -0.38770
H 3.58912 -3.64321 0.25389
H 2.28379 -2.50756 0.70453
C -0.18764 -2.46303 -0.35030
C -0.05537 -1.05368 0.11967
N -1.08063 -0.43822 0.28677
C -1.76371 -0.58226 1.46540
C -0.95332 -0.09315 2.67487
C -0.46860 1.22525 2.92249
N 0.32819 1.12499 4.07340
N -0.09744 0.01775 4.69261
C -0.61189 -0.83704 4.03047
H -1.03638 -1.70197 4.39937
H 0.92231 1.84262 4.47962
C -0.51823 2.20968 1.99927
C 0.86515 3.14379 1.93490
C 1.01516 4.18130 0.84210
C -0.05875 4.42301 0.24280
C -1.01230 3.54837 0.02948
C -1.17858 2.59568 0.92686
H -2.20329 1.92384 1.01183
H -2.04939 3.78101 -0.67999
O 0.23181 5.51607 -0.67589
C -0.76827 5.84764 -1.80308
H -0.36230 6.69362 -2.26694
H -0.91854 5.01242 -2.18017
H -1.88558 6.11650 -1.20226
F 2.36761 4.88228 1.11319
H 1.71245 2.84947 2.60862
H -2.75583 -0.36132 1.69698
H -1.78978 -1.64025 1.76433
C -1.76327 -0.99351 -0.74798
H -3.02188 -0.76454 -0.70728
C -1.59204 -2.33397 -1.16648
H -2.41020 -3.08074 -0.45836
H -1.67630 -2.44368 -2.09322
H -1.64050 -0.14210 -1.76106
H 0.64500 -0.92231 1.00771
H 0.55254 -0.45525 -0.46070
H -0.16851 -3.33895 0.40153
H 1.92700 -1.58129 -2.41182
H 0.18460 -1.32015 -2.58595
*
```

## Properties
- HOMO level: -7.521 eV
- Kohn-Sham gap: 7.463 eV

natural (NBO) population analysis, charges in e, atoms 1 to 8: -0.590 0.201 0.199 0.207 -0.209 -0.487 -0.126 0.168

Number 1: E_tot -153024.8127 eV. Number 2: E_tot -61141.0471 eV. Number 3: E_tot -30843.9178 eV.